Computed, not measured: C39H48BrN4NaO2Se3Te as an isolated structure, with ωB97M-V with the def2-TZVPD basis set.

Atoms and positions in Å:
1 Na 0.3422 -2.9543 0.2291
2 C -0.1566 3.0776 -3.8440
3 C 1.3208 2.6930 -3.9106
4 C 1.6645 2.3852 -5.3748
5 C 2.1511 3.8977 -3.4463
6 C 1.6357 1.4807 -3.0331
7 C 0.7036 0.8789 -2.2262
8 C 1.0159 -0.2671 -1.4345
9 N 0.1728 -0.9064 -0.6075
10 C -1.0185 -0.3526 -0.1581
11 C -1.2145 1.0163 0.0658
12 C -2.4251 1.5148 0.5298
13 C -3.4534 0.5893 0.7402
14 C -3.3045 -0.7854 0.5880
15 C -2.0542 -1.3208 0.1355
16 O -1.8293 -2.5676 -0.0577
17 C -4.5009 -1.7284 0.7595
18 C -5.7180 -1.0310 1.3746
19 C -4.1740 -2.9292 1.6599
20 C -4.8870 -2.2483 -0.6348
21 C -2.6688 2.9993 0.8025
22 C -1.4089 3.8357 0.5824
23 C -3.7645 3.5271 -0.1359
24 C -3.1207 3.2045 2.2562
25 C 2.3135 -0.9250 -1.6193
26 O 2.5224 -2.0548 -1.1123
27 C 3.3116 -0.2053 -2.3792
28 C 2.9494 0.9446 -3.0433
29 C 4.7239 -0.7821 -2.4657
30 C 5.6576 0.1004 -3.2937
31 C 5.3164 -0.9005 -1.0526
32 C 4.6896 -2.1746 -3.1173
33 H -0.3414 3.9383 -4.4938
34 H -0.7988 2.2572 -4.1715
35 H -0.4544 3.3522 -2.8304
36 H 1.4270 3.2434 -6.0127
37 H 2.7243 2.1558 -5.4978
38 H 1.0942 1.5227 -5.7274
39 H 1.9304 4.7778 -4.0614
40 H 1.9380 4.1349 -2.4036
41 H 3.2212 3.6912 -3.5200
42 H -0.3187 1.2244 -2.2107
43 H -0.3668 1.6734 -0.0771
44 H -4.4134 0.9707 1.0698
45 H -5.4556 -0.5267 2.3082
46 H -6.1634 -0.2939 0.7013
47 H -6.4838 -1.7805 1.5952
48 H -3.9812 -2.5954 2.6841
49 H -5.0322 -3.6109 1.6835
50 H -3.2941 -3.4565 1.2994
51 H -5.1103 -1.4132 -1.3034
52 H -4.0572 -2.8169 -1.0577
53 H -5.7681 -2.8990 -0.5775
54 H -1.0515 3.7678 -0.4466
55 H -1.6197 4.8876 0.7974
56 H -0.5944 3.5156 1.2352
57 H -3.4653 3.3914 -1.1775
58 H -4.7033 2.9906 0.0145
59 H -3.9475 4.5938 0.0372
60 H -2.3566 2.8350 2.9445
61 H -3.2918 4.2665 2.4651
62 H -4.0456 2.6635 2.4647
63 H 3.7003 1.4649 -3.6273
64 H 5.7484 1.1060 -2.8739
65 H 6.6524 -0.3534 -3.3000
66 H 5.3224 0.1891 -4.3308
67 H 5.3271 0.0778 -0.5617
68 H 4.7349 -1.5909 -0.4434
69 H 6.3455 -1.2724 -1.1016
70 H 4.2783 -2.1061 -4.1295
71 H 5.7049 -2.5820 -3.1838
72 H 4.0768 -2.8584 -2.5334
73 Se 2.4973 -3.5089 3.7520
74 Se 2.3984 -5.7246 4.1738
75 Te 3.6800 -5.2367 0.5279
76 Se 3.0924 -3.0725 1.5077
77 Br -2.1529 -7.1748 3.9106
78 C -1.6892 -5.3524 3.6588
79 C -2.0982 -4.3953 4.5618
80 C -1.7316 -3.0816 4.3186
81 C -0.9808 -2.7971 3.1935
82 N -0.5722 -3.7329 2.3386
83 C -0.9153 -4.9914 2.5652
84 H -2.6837 -4.6688 5.4292
85 H -2.0297 -2.2876 4.9901
86 H -0.6918 -1.7788 2.9566
87 H -0.5482 -5.7433 1.8768
88 N 2.3427 3.7501 0.2368
89 C 2.2089 2.9141 1.0135
90 C 2.0187 1.9214 2.0523
91 C 1.7784 2.3320 3.3560
92 C 1.6032 1.3700 4.3324
93 C 1.6647 0.0337 3.9568
94 N 1.8995 -0.3581 2.7115
95 C 2.0789 0.5604 1.7682
96 H 1.7324 3.3881 3.5895
97 H 1.4129 1.6445 5.3612
98 H 1.5112 -0.7628 4.6786
99 H 2.2707 0.2063 0.7599

Calculated total energy: -12093.21142 hartree
Charge: -2
Kohn-Sham gap (spin up / spin down): 4.3 / 5.2 eV
HOMO level (spin up / spin down): -0.0343 / -0.0563 Ha
Energy relative to the best compared isomer or geometry (same formula, charge and spin): 0.7077 eV
Lowest unoccupied orbital energy (spin up / spin down): 3.417 / 3.679 eV

The molecule's Mulliken atomic charges, reported in e, are given here: Na 1.07; C -1.90; C 2.33; C -1.86; C -1.58; C -0.83; C 0.05; C -1.67; N -0.18; C -0.16; C -0.20; C -0.37; C -0.45; C 0.08; C 0.84; O -1.27; C 2.56; C -2.32; C -1.52; C -1.78; C 2.14; C -1.40; C -1.80; C -1.85; C 1.37; O -0.81; C -0.27; C -0.13; C 2.43; C -2.29; C -1.45; C -1.66; H 0.48; H 0.41; H 0.04; H 0.47; H 0.30; H 0.37; H 0.49; H 0.19; H 0.26; H 0.95; H 0.28; H 0.32; H 0.40; H 0.36; H 0.47; H 0.21; H 0.56; H 0.19; H 0.30; H 0.36; H 0.44; H -0.08; H 0.55; H 0.13; H 0.29; H 0.28; H 0.48; H 0.35; H 0.47; H 0.29; H 0.36; H 0.37; H 0.46; H 0.38; H 0.24; H 0.06; H 0.52; H 0.30; H 0.44; H 0.34; Se -0.23; Se -0.53; Te -0.46; Se 0.03; Br -0.23; C -0.08; C -0.04; C -1.10; C -0.16; N 0.40; C -0.64; H 0.43; H 0.47; H 0.37; H 0.51; N -0.65; C 0.14; C 0.22; C -0.47; C -1.08; C -0.12; N 0.40; C -0.18; H 0.49; H 0.41; H 0.29; H 0.58



Computed, not measured: a 2-piece molecular cluster, C4H5F6OP overall at a distorted geometry, with ωB97M-V with the def2-TZVPD basis set.

Atoms and positions in Å:
1 C -0.7089 1.0394 -1.6571
2 C -0.4455 -0.2921 0.8001
3 C 1.3578 -1.3215 -0.5924
4 C 0.2308 0.8086 1.6381
5 O -0.7845 -1.3248 1.6111
6 F 2.1230 -2.1398 0.0640
7 F 0.6617 -1.8983 -1.4791
8 F 2.0501 -0.3128 -1.0971
9 F -0.0184 2.0243 1.0859
10 F 1.6174 0.7139 1.6286
11 F -0.0988 0.8781 2.9655
12 P -1.7281 0.1681 -0.4367
13 H -1.2944 1.7306 -2.1147
14 H -0.2263 0.4553 -2.5430
15 H 0.0726 1.5684 -1.2742
16 H -1.1715 -1.0137 2.4748
17 H -1.6370 -1.0838 -1.0737

Calculated total energy: -1171.08464 hartree
Kohn-Sham gap (spin up / spin down): 8.4 / 8.4 eV
HOMO level (spin up / spin down): -0.3267 / -0.3136 Ha
Energy relative to the best compared isomer or geometry (same formula, charge and spin): 3.6530 eV
Lowest unoccupied orbital energy (spin up / spin down): -0.491 / -0.123 eV

The molecule's natural (NBO) atomic charges, reported in e, are given here: C -0.94; C -0.10; C 1.01; C 0.90; O -0.71; F -0.30; F -0.30; F -0.33; F -0.33; F -0.33; F -0.33; P 0.57; H 0.23; H 0.24; H 0.24; H 0.49; H -0.01



Computed, not measured: C32H34Br2IOPS2Tb as an isolated structure at a distorted geometry, with ωB97M-V with the def2-TZVPD basis set.

Atoms and positions in Å:
1 Tb -0.0408 -0.4264 -0.0914
2 C 6.4605 3.6907 0.0205
3 C 5.1979 4.5530 -0.0029
4 C 5.1813 5.4386 1.2503
5 C 5.2584 5.4427 -1.2517
6 C 3.9323 3.7108 -0.0076
7 C 3.9517 2.3264 0.0870
8 C 2.7443 1.6679 0.1124
9 Br 2.7210 -0.3031 0.2765
10 C 1.4755 2.2590 0.0503
11 O 0.4010 1.4825 0.0624
12 C 1.4663 3.6738 -0.0232
13 C 2.6875 4.3297 -0.0550
14 C 0.2094 4.5378 -0.0509
15 C 0.1692 5.4202 1.2057
16 C -1.0971 3.7499 -0.0958
17 C 0.2374 5.4320 -1.2985
18 H 7.3367 4.3339 0.0149
19 H 6.5058 3.0564 -0.8621
20 H 6.4998 3.0824 0.9206
21 H 6.0661 6.0683 1.2717
22 H 5.1766 4.8271 2.1487
23 H 4.3089 6.0854 1.2682
24 H 6.1797 6.0189 -1.2409
25 H 4.4322 6.1454 -1.2930
26 H 5.2530 4.8399 -2.1561
27 H 4.8659 1.7617 0.1413
28 H 2.6737 5.4040 -0.1236
29 H 0.2239 4.8194 2.1111
30 H -0.7648 5.9779 1.2167
31 H 0.9862 6.1341 1.2186
32 H -1.2153 3.1406 0.8019
33 H -1.1217 3.1091 -0.9768
34 H -1.9365 4.4411 -0.1497
35 H 1.0751 6.1197 -1.2809
36 H -0.6736 6.0235 -1.3375
37 H 0.3064 4.8344 -2.2048
38 Br -6.0231 0.9187 1.1431
39 C -5.7406 0.0070 -0.4822
40 C -6.8243 -0.5170 -1.1685
41 C -6.6276 -1.1598 -2.3779
42 C -5.3498 -1.3095 -2.8941
43 C -4.2593 -0.7948 -2.2122
44 C -4.4633 -0.1279 -1.0150
45 I -2.8324 0.9015 -0.0463
46 H -7.8125 -0.3862 -0.7545
47 H -7.4845 -1.5321 -2.9163
48 H -5.1987 -1.8022 -3.8415
49 H -3.2633 -0.8971 -2.6232
50 S 0.1706 -2.7963 -1.2394
51 P -0.5817 -3.4473 0.5397
52 S -1.1431 -1.9373 1.7673
53 C 0.5713 -4.5375 1.4515
54 C 0.6777 -5.8778 1.0913
55 C 1.4284 -6.7340 1.8759
56 C 2.0627 -6.2636 3.0157
57 C 1.9919 -4.9193 3.3475
58 C 1.2504 -4.0532 2.5632
59 C -1.9758 -4.5428 0.1653
60 C -2.9448 -4.7749 1.1320
61 C -3.8994 -5.7487 0.9068
62 C -3.8701 -6.4948 -0.2614
63 C -2.9106 -6.2439 -1.2317
64 C -1.9559 -5.2666 -1.0210
65 H 0.1586 -6.2535 0.2209
66 H 1.4990 -7.7780 1.6075
67 H 2.6066 -6.9470 3.6497
68 H 2.4972 -4.5487 4.2272
69 H 1.1609 -3.0058 2.8319
70 H -2.9361 -4.1990 2.0465
71 H -4.6472 -5.9449 1.6576
72 H -4.5936 -7.2785 -0.4220
73 H -2.8838 -6.8243 -2.1407
74 H -1.1947 -5.0677 -1.7638

Calculated total energy: -8722.88675 hartree
Charge: +1
Kohn-Sham gap (spin up / spin down): 8.0 / 8.2 eV
HOMO level (spin up / spin down): -0.4034 / -0.4042 Ha
Energy relative to the best compared isomer or geometry (same formula, charge and spin): 0.7247 eV
Lowest unoccupied orbital energy (spin up / spin down): -2.949 / -2.767 eV
Multiplicity: 7
⟨S²⟩: 12.716

The molecule's Mulliken atomic charges, reported in e, are given here: Tb 0.02; C -2.21; C 1.87; C -1.59; C -1.65; C -0.27; C -0.40; C -0.13; Br -0.19; C 1.43; O -0.38; C -1.01; C 0.05; C 2.24; C -1.76; C -2.23; C -1.81; H 0.44; H 0.43; H 0.40; H 0.45; H 0.37; H 0.34; H 0.48; H 0.32; H 0.38; H 0.62; H 0.39; H 0.38; H 0.45; H 0.38; H 0.33; H 0.48; H 0.44; H 0.37; H 0.45; H 0.41; Br -0.18; C 0.06; C -0.42; C -0.54; C -0.65; C -0.35; C 0.42; I 0.36; H 0.42; H 0.39; H 0.41; H 0.38; S -0.40; P 1.49; S -0.40; C 0.58; C -0.44; C -0.64; C -0.45; C -0.70; C -0.39; C 0.73; C -0.59; C -0.64; C -0.46; C -0.71; C -0.58; H 0.37; H 0.40; H 0.40; H 0.40; H 0.38; H 0.38; H 0.43; H 0.42; H 0.44; H 0.38



Computed, not measured: C24H28FeO4 as an isolated structure at a distorted geometry, with ωB97M-V with the def2-TZVPD basis set.

Atoms and positions in Å:
1 C -4.2076 -2.5855 -0.2771
2 C -3.0467 -1.6055 -0.3990
3 C -3.3656 -0.7050 -1.5878
4 C -3.0172 -0.8333 0.9192
5 C -1.6947 -2.2993 -0.6119
6 C -0.4311 -1.5850 -0.6314
7 O -0.3589 -0.2355 -0.3874
8 C 0.8093 -2.3612 -0.6276
9 C 2.1878 -1.6914 -0.6043
10 C 3.3354 -2.6786 -0.4189
11 C 2.2582 -0.7198 0.5757
12 C 2.4348 -1.0225 -1.9541
13 C 0.7226 -3.7274 -0.6187
14 C -0.4725 -4.4267 -0.6963
15 C -1.6948 -3.6930 -0.6723
16 H -4.0786 -3.2413 0.5873
17 H -5.1440 -2.0404 -0.1339
18 H -4.3117 -3.1796 -1.1814
19 H -2.6190 0.0839 -1.7320
20 H -3.4170 -1.3080 -2.5018
21 H -4.3539 -0.2471 -1.4343
22 H -2.1617 -0.1614 0.9821
23 H -3.9391 -0.2441 1.0316
24 H -2.9591 -1.5408 1.7525
25 H 3.3882 -3.3906 -1.2448
26 H 4.2826 -2.1332 -0.4130
27 H 3.2556 -3.2191 0.5215
28 H 1.4830 0.0445 0.5199
29 H 2.1047 -1.2867 1.5092
30 H 3.2364 -0.2163 0.6271
31 H 1.6421 -0.3147 -2.2143
32 H 3.4033 -0.5081 -1.9653
33 H 2.4529 -1.7907 -2.7393
34 H 1.6743 -4.3312 -0.5636
35 H -0.5152 -5.5338 -0.7845
36 H -2.6281 -4.2593 -0.6615
37 O 1.9950 6.8927 2.4797
38 C 1.5318 5.8235 2.3180
39 Fe 1.4624 4.0694 2.3929
40 C 3.1394 3.7106 2.1416
41 O 4.3115 3.6916 2.1746
42 C 1.7058 3.9992 4.1633
43 O 2.0922 4.1456 5.2680
44 C -0.4974 1.1618 -1.1719
45 C -1.4395 1.8264 -0.2190
46 C -1.2212 2.7565 0.7851
47 C -0.3126 3.8556 0.8739
48 C 1.0214 3.8127 0.3977
49 C 1.5295 2.6664 -0.3638
50 C 0.8784 1.7545 -1.1565
51 H -0.8583 0.9854 -2.1925
52 H -2.4876 1.5083 -0.3076
53 H -1.9770 2.7000 1.5893
54 H -0.7518 4.8281 1.1727
55 H 1.5289 4.7773 0.1251
56 H 2.6277 2.6544 -0.4696
57 H 1.4666 1.3679 -1.9707

Calculated total energy: -2495.66074 hartree
Kohn-Sham gap (spin up / spin down): 4.3 / 5.2 eV
HOMO level (spin up / spin down): -0.1612 / -0.3089 Ha
Energy relative to the best compared isomer or geometry (same formula, charge and spin): 3.4301 eV
Lowest unoccupied orbital energy (spin up / spin down): -0.064 / -3.186 eV
Multiplicity: 5
⟨S²⟩: 6.080

The molecule's natural (NBO) atomic charges, reported in e, are given here: C -0.60; C -0.09; C -0.60; C -0.61; C -0.02; C 0.48; O -0.58; C 0.02; C -0.10; C -0.60; C -0.61; C -0.59; C -0.25; C -0.11; C -0.23; H 0.21; H 0.22; H 0.21; H 0.21; H 0.21; H 0.21; H 0.24; H 0.21; H 0.21; H 0.20; H 0.22; H 0.21; H 0.25; H 0.21; H 0.21; H 0.21; H 0.22; H 0.21; H 0.23; H 0.22; H 0.23; O -0.50; C 0.48; Fe 0.03; C 0.52; O -0.51; C 0.52; O -0.50; C -0.11; C -0.13; C -0.29; C -0.26; C -0.36; C -0.28; C -0.14; H 0.22; H 0.20; H 0.21; H 0.24; H 0.25; H 0.20; H 0.18